1.
Density functional theory data (ωB97M-V/def2-TZVPD) for a gas-phase ion, C5H8O (charge -1).

Values from the calculation:
**Orbital gap (spin up / spin down)**: 6.26 / 6.17 eV
**Molecular weight**: 84.1 g/mol
**Energy relative to the best compared isomer or geometry (same formula, charge and spin)**: 1.9 kcal per mole
**Calculated total energy**: -270.4714 Eh
**⟨S²⟩**: 0.78

```
! RIJCOSX wB97M-V def2-TZVPD def2/J DEFGRID3
* xyz -1 2
C 2.81893 -0.40513 1.09237
C 1.39856 -0.79259 0.81691
C 0.43870 0.04083 0.28205
C -0.86033 -0.29563 -0.03716
C -1.90776 0.68941 -0.47069
O -2.05356 0.61741 -1.81703
H 3.07875 -0.36352 2.15166
H 3.04886 0.56016 0.63474
H 3.50291 -1.09611 0.58410
H 1.15343 -1.85214 0.78188
H 0.70556 1.09023 0.13938
H -1.17736 -1.33040 0.08354
H -2.84957 0.41919 0.07427
H -1.58557 1.69047 -0.07918
*
```

2.
Density functional theory data (ωB97M-V/def2-TZVPD) for a molecular structure, C29H45BCl2MgN4O11.

Values from the calculation:
**Orbital gap**: 2.49 eV
**Molecular weight**: 731.7 g/mol
**Calculated total energy**: -3323.3045 Eh

```
! RIJCOSX wB97M-V def2-TZVPD def2/J DEFGRID3
* xyz 0 1
C 2.17783 -4.08377 -3.63035
O 1.83204 -3.53984 -4.96023
B 0.36118 -3.41273 -5.12982
O -0.40032 -4.10802 -6.22656
C -0.56645 -2.45418 -4.13179
C -1.85914 -3.01690 -3.26928
C -2.66243 -1.96049 -2.30111
C -2.23388 -0.36907 -2.16582
N -3.01299 0.49099 -1.21517
C -2.51378 1.90801 -1.13394
C -3.31790 2.88977 -0.04728
C -3.15956 2.16380 1.41562
C -1.89410 2.68739 2.31689
C -0.43882 2.64869 1.56249
N -0.07617 1.32062 0.93556
C 1.16877 1.39232 0.07858
C 2.04046 0.03925 -0.36369
O 1.65041 2.55783 -0.43631
C -1.27291 2.42305 -2.05342
Cl -0.79120 4.24425 -1.88774
N -0.44938 1.62887 -3.02955
C -0.97927 0.22286 -3.01416
C -0.17781 -0.86738 -3.99815
H 1.75822 -5.18042 -3.44512
H 3.36321 -4.13950 -3.56135
H 1.84157 -3.37524 -2.73269
H -0.09937 -5.07108 -6.29241
H -2.21620 -4.14852 -3.34066
H -3.58166 -2.33109 -1.64848
H -4.48065 2.94456 -0.30918
H -2.93331 3.99356 -0.04860
H -3.11757 0.99286 1.37830
H -4.14454 2.44036 2.02899
H -2.05987 3.76521 2.79491
H -1.80832 1.93797 3.24127
H -0.38945 3.57020 0.84189
H 0.38171 2.85070 2.40560
H -0.04451 0.54030 1.63346
H 3.21251 0.22658 -0.29269
H 1.83072 -0.29138 -1.46763
H 1.68242 -0.84072 0.34142
H 0.73789 -0.47354 -4.64208
C 2.14833 -7.65987 -1.11103
O 2.24725 -7.03329 -2.37659
H 1.80186 -6.92756 -0.37807
H 1.43232 -8.48365 -1.16619
H 3.12979 -8.03554 -0.81163
H 2.55655 -7.70704 -3.00576
Mg -5.28065 0.94634 0.85012
C -9.21438 5.58143 3.81356
O -7.99352 5.30527 3.12982
C -7.58465 6.29444 2.29573
O -8.16224 7.35239 2.10043
O -6.42170 5.90258 1.71654
C -5.87021 6.85231 0.80648
H -9.44560 4.72428 4.45187
H -9.10889 6.46607 4.44982
H -10.03516 5.71125 3.10079
H -5.63099 7.78771 1.32263
H -6.55726 7.03289 -0.02640
H -4.94321 6.43528 0.40343
C 6.52525 -2.89911 3.34220
C 6.04377 -2.56784 1.94390
C 5.71995 -1.11697 1.75426
O 4.75240 -1.15147 0.72081
C 4.12560 -2.36255 0.81945
O 3.10222 -2.65970 0.23083
O 4.80106 -3.19596 1.67082
H 6.87074 -3.93771 3.38556
H 7.35262 -2.24938 3.64395
H 5.71500 -2.80901 4.07397
H 6.77134 -2.91564 1.20066
H 6.59360 -0.53405 1.44918
H 5.26943 -0.64988 2.63726
N 10.55737 -4.42956 2.29718
C 11.38107 -4.19690 3.36765
C 10.94643 -4.97622 4.41644
C 9.82467 -5.70910 3.96060
C 9.60839 -5.35431 2.64786
H 10.63774 -3.98864 1.39012
H 12.20279 -3.49741 3.29216
H 11.39015 -5.01379 5.40286
H 9.23821 -6.41970 4.52856
H 8.86162 -5.67889 1.93557
C -8.15267 5.57241 -3.08800
C -6.86839 4.76472 -2.82977
O -6.38716 5.16724 -1.66490
H -7.95543 6.65062 -3.14031
H -8.59199 5.27392 -4.04699
H -8.90973 5.39770 -2.31317
H -6.25112 4.90928 -3.73025
H -7.16476 3.70966 -2.93827
Cl -8.43516 6.10678 -0.12548
*
```

3.
Density functional theory data (ωB97M-V/def2-TZVPD) for a molecular structure, C12H30F9N5O12SSi2.

Values from the calculation:
**Orbital gap**: 9.17 eV
**Molecular weight**: 695.6 g/mol
**Calculated total energy**: -3527.3828 Eh

```
! RIJCOSX wB97M-V def2-TZVPD def2/J DEFGRID3
* xyz 0 1
C 3.67479 0.17615 0.72014
C 3.08570 0.59606 -0.63145
O 2.12690 1.63704 -0.50821
C 2.63469 2.95389 -0.65697
Si 1.32078 4.01476 -1.46015
O 0.00667 4.19065 -0.44952
Si -1.53802 4.34043 -1.03992
C -2.70275 4.05962 0.40342
C -2.81286 2.54888 0.68749
C -3.99967 2.15123 1.54696
F -4.13040 3.04922 2.57663
F -3.81031 0.93348 2.12013
C -5.43654 2.14213 0.92671
F -6.28169 1.67491 1.84455
F -5.78944 3.39680 0.63665
S -5.70278 1.13222 -0.66630
F -4.36927 0.29065 -0.42164
F -4.86297 2.23769 -1.46152
F -7.04933 1.92875 -0.95421
F -6.53124 -0.00030 0.07285
F -5.89546 0.35558 -2.04098
H 4.71278 -0.15270 0.60040
H 3.62988 0.99922 1.43956
H 3.12523 -0.68052 1.11541
H 2.56275 -0.25629 -1.07961
H 3.88029 0.88198 -1.33231
H 2.94955 3.38210 0.30732
H 3.52704 2.98401 -1.30309
H 0.88540 3.36820 -2.71804
H 1.89578 5.33482 -1.80445
H -1.77222 3.26366 -2.02755
H -1.71526 5.67669 -1.64826
H -3.66803 4.53338 0.21521
H -2.24361 4.54634 1.26961
H -1.93688 2.23218 1.26707
H -2.78731 1.97086 -0.23281
C -4.22045 -0.49249 -4.49383
N -3.24549 0.18595 -5.39185
O -2.24533 0.65236 -4.89221
O -3.52779 0.22670 -6.57048
H -3.83686 -0.45198 -3.48251
H -5.16368 0.03581 -4.58548
H -4.32304 -1.51536 -4.84293
C 3.09741 -5.20220 0.72777
N 3.27138 -3.73272 0.88068
O 2.79647 -3.00443 0.03580
O 3.88048 -3.35009 1.86120
H 2.53825 -5.39984 -0.17513
H 4.09003 -5.64016 0.68381
H 2.56524 -5.55213 1.60831
C 1.99564 7.18639 1.89553
N 3.32044 6.52429 1.74060
O 4.14324 6.68011 2.61467
O 3.47678 5.86332 0.73565
H 1.99553 7.73372 2.83018
H 1.86471 7.84487 1.04239
H 1.24351 6.40280 1.88491
C 3.57972 -4.97506 5.49433
N 3.37054 -6.00269 4.43805
O 4.35139 -6.49502 3.92568
O 2.22090 -6.27166 4.15325
H 4.64572 -4.84135 5.62923
H 3.10307 -4.06240 5.15006
H 3.10074 -5.33943 6.39792
C 0.67042 -8.94083 -2.31771
N 1.39623 -7.74500 -1.81028
O 1.88572 -6.98764 -2.61848
O 1.45005 -7.60804 -0.60524
H 0.70775 -8.92599 -3.39995
H 1.16743 -9.81502 -1.90890
H -0.34835 -8.87856 -1.94820
*
```

4.
Density functional theory data (ωB97M-V/def2-TZVPD) for a molecular structure, C36H43Br2CrF3N4O3S2Si4Te.

Values from the calculation:
**Orbital gap (spin up / spin down)**: 4.23 / 6.10 eV
**Molecular weight**: 1152.6 g/mol
**Energy relative to the best compared isomer or geometry (same formula, charge and spin)**: 0.0 kcal per mole
**Calculated total energy**: -10557.1154 Eh
**⟨S²⟩**: 6.06

```
! RIJCOSX wB97M-V def2-TZVPD def2/J DEFGRID3
* xyz -2 5
Cr 1.05096 0.68899 0.49976
Br 2.81889 -0.73566 4.97557
C 3.68817 -0.73440 3.28981
C 4.97535 -1.24791 3.18529
C 5.61334 -1.22252 1.96115
Br 7.37441 -1.97549 1.86425
C 5.03101 -0.67568 0.80164
C 5.63057 -0.58142 -0.48591
C 4.87184 -0.00096 -1.52226
C 3.60960 0.47977 -1.29219
N 3.01902 0.43464 -0.06669
C 3.72580 -0.15556 0.96058
C 3.02587 -0.19272 2.18924
O 1.80808 0.30213 2.22877
H 5.46072 -1.67583 4.05105
H 6.61450 -0.99010 -0.66510
H 5.28083 0.08173 -2.52237
H 3.03367 0.93179 -2.08992
C -4.85351 -1.07098 -2.22712
Si -3.25740 -1.03332 -1.20638
C -1.83080 -0.93906 -2.42033
C -3.10705 -2.64093 -0.24356
Si -3.30010 0.78111 0.25582
Te -1.33916 1.11513 1.72532
Si -4.99548 0.45265 1.83040
C -6.68172 -0.01117 1.10322
C -5.23931 2.06674 2.77550
C -4.54610 -0.89829 3.05953
Si -3.85387 2.75738 -0.87470
C -3.28284 4.23459 0.13179
C -5.72310 2.93612 -1.13733
C -3.06865 2.84926 -2.58198
H -4.83884 -1.93127 -2.90523
H -4.95392 -0.16725 -2.83531
H -5.74156 -1.14979 -1.59674
H -1.86050 -1.79854 -3.09898
H -0.88692 -0.97065 -1.86967
H -1.86972 -0.02531 -3.01715
H -2.98719 -3.48824 -0.92633
H -3.97499 -2.82779 0.39503
H -2.21591 -2.58087 0.38762
H -7.01623 0.70139 0.34442
H -7.42568 -0.02675 1.90791
H -6.66275 -1.00548 0.65055
H -5.62682 2.85010 2.11742
H -4.28989 2.41342 3.19096
H -5.95109 1.93015 3.59641
H -4.62539 -1.88909 2.60324
H -5.22051 -0.86756 3.92208
H -3.52112 -0.76723 3.41177
H -3.71647 4.22187 1.13476
H -3.57066 5.16831 -0.36304
H -2.19743 4.21718 0.25479
H -6.25343 3.01120 -0.18325
H -6.13957 2.08822 -1.68826
H -5.92997 3.84738 -1.70897
H -1.98492 2.73275 -2.52586
H -3.27785 3.82309 -3.03781
H -3.46156 2.07261 -3.24439
N 7.30700 1.46830 2.12800
C 6.09641 2.14852 1.92642
C 5.81013 2.70617 0.67747
C 4.61257 3.35451 0.45968
C 3.68792 3.46283 1.49260
C 3.96471 2.92694 2.74022
C 5.17362 2.28798 2.96005
S 2.10162 4.13467 1.14759
O 1.46878 4.41372 2.40350
O 2.26477 5.21287 0.19073
N 1.34466 2.91300 0.42080
C 1.11562 2.87358 -0.89166
S 1.37255 4.02907 -2.17279
C 0.90973 2.80987 -3.32651
C 0.57698 1.66273 -2.70095
N 0.66879 1.70218 -1.33505
H 7.60477 0.99775 1.28185
H 7.21903 0.76254 2.84793
H 6.51542 2.58002 -0.13572
H 4.37843 3.75918 -0.51743
H 3.21707 2.98332 3.52055
H 5.37458 1.83442 3.92387
H 0.88060 3.01457 -4.38386
H 0.25669 0.75113 -3.18165
F 0.50864 -7.94251 -3.50502
C 0.68283 -7.84504 -2.16554
F -0.26140 -8.62204 -1.59733
F 1.87075 -8.44731 -1.90935
C 0.64079 -6.43341 -1.68758
C 1.36033 -5.46537 -2.38044
C 1.36927 -4.15894 -1.93459
C 0.65548 -3.78403 -0.78610
C -0.06117 -4.77154 -0.10183
C -0.06758 -6.08325 -0.54626
C 0.67774 -2.42997 -0.34419
C 0.73517 -1.25251 -0.04175
H 1.91789 -5.73814 -3.26808
H 1.93585 -3.40078 -2.45861
H -0.61236 -4.49321 0.78657
H -0.62733 -6.83370 -0.00437
*
```

Repeat the first record exactly.
Density functional theory data (ωB97M-V/def2-TZVPD) for a gas-phase ion, C5H8O (charge -1).

Values from the calculation:
**Orbital gap (spin up / spin down)**: 6.26 / 6.17 eV
**Molecular weight**: 84.1 g/mol
**Energy relative to the best compared isomer or geometry (same formula, charge and spin)**: 1.9 kcal per mole
**Calculated total energy**: -270.4714 Eh
**⟨S²⟩**: 0.78

```
! RIJCOSX wB97M-V def2-TZVPD def2/J DEFGRID3
* xyz -1 2
C 2.81893 -0.40513 1.09237
C 1.39856 -0.79259 0.81691
C 0.43870 0.04083 0.28205
C -0.86033 -0.29563 -0.03716
C -1.90776 0.68941 -0.47069
O -2.05356 0.61741 -1.81703
H 3.07875 -0.36352 2.15166
H 3.04886 0.56016 0.63474
H 3.50291 -1.09611 0.58410
H 1.15343 -1.85214 0.78188
H 0.70556 1.09023 0.13938
H -1.17736 -1.33040 0.08354
H -2.84957 0.41919 0.07427
H -1.58557 1.69047 -0.07918
*
```

- What is the calculated total energy in the first record?
  -270.4714 Eh